The following is a quantum chemistry calculation of a cluster of 2 separate species, C4H14N2O in total, from OMol25.

Calculated values
- HOMO-LUMO gap: 9.569 eV
- ΔE to the lowest compared entry with this formula, charge and spin: 34.9 kcal/mol
- E_LUMO: 0.0344 hartree
- HOMO energy: -8.634 eV
- Electronic energy: -345.52062 hartree
- Spin multiplicity: 1

CARTESIAN COORDINATES (ANGSTROEM)
O (1.2444, 3.6282, -0.2621)
N (0.6529, 0.8133, -0.2103)
N (-2.4350, -2.3616, 0.7115)
C (1.9832, 0.3908, 0.2212)
C (-1.2855, -1.4863, 0.8878)
C (-0.1201, -0.1701, -0.9754)
C (-0.3070, -1.5234, -0.3087)
H (-2.2205, -3.1238, 0.0893)
H (0.4127, -0.2575, -1.9299)
H (-1.0377, 0.3591, -1.2358)
H (-1.6701, -0.4697, 0.9091)
H (0.1061, 1.2159, 0.5357)
H (-3.3103, -1.9431, 0.4537)
H (2.4592, 1.2328, 0.7281)
H (1.8884, -0.3476, 1.0157)
H (0.6974, -1.8438, -0.0174)
H (-0.7716, -1.7344, 1.8118)
H (-0.6689, -2.2417, -1.0283)
H (0.8976, 4.5094, -0.4648)
H (2.5512, -0.0443, -0.5907)
H (0.8715, 2.9890, -0.8848)